Density functional theory data (ωB97M-V with the def2-TZVPD basis set) for a molecular structure, C17H31Cl3O2P2Ti in a non-equilibrium geometry.

Computed properties:
Maximum force   3.2 eV/Å
ΔE to the lowest compared entry with this formula, charge and spin   5.340 eV
2S+1   3
E_LUMO (alpha / beta)   0.104 / -1.164 eV
HOMO energy (alpha / beta)   -4.63 / -4.59 eV
Frontier orbital gap (alpha / beta)   4.7 / 3.4 eV

XYZ file:
```
56
Properties=species:S:1:pos:R:3:forces:R:3:mulliken_charge:R:1
P -0.106 -2.084 -1.519 1.1 0.4 -0.7 1.3298
P 0.015 2.027 -1.680 1.0 -0.2 0.6 1.3327
C -0.746 -0.659 -2.450 -0.6 0.2 -1.0 -1.3280
C 0.172 0.555 -2.729 0.1 0.0 -1.3 -1.1978
H -1.712 -0.348 -2.015 0.3 -0.2 -0.2 0.4687
H -0.966 -1.091 -3.440 -0.2 0.2 0.2 0.7447
H 1.234 0.264 -2.828 -0.6 0.2 0.3 0.7094
H -0.073 0.960 -3.735 0.0 -0.4 0.3 0.5767
C -1.615 2.738 -1.928 -0.4 0.2 -0.7 -1.3498
H -1.848 3.434 -1.107 0.2 -0.3 -0.3 0.4293
H -2.373 1.940 -1.948 0.2 0.3 0.0 0.3538
H -1.626 3.285 -2.883 -0.3 -0.2 0.3 0.4547
C 1.267 3.213 -2.222 -0.1 0.3 -0.7 -1.4831
H 0.894 3.773 -3.095 0.0 -0.2 0.1 0.4944
H 2.199 2.699 -2.510 -0.4 0.1 0.3 0.3568
H 1.504 3.922 -1.413 -0.2 -0.5 -0.1 0.3859
C -1.372 -3.354 -1.485 -0.7 -0.5 -0.6 -1.4354
H -1.287 -4.010 -0.607 0.1 0.3 -0.2 0.3212
H -1.267 -3.963 -2.393 -0.2 0.0 0.2 0.4749
H -2.371 -2.900 -1.486 0.2 -0.1 0.1 0.4096
C 1.250 -2.741 -2.540 0.0 -0.2 -0.5 -1.6227
H 2.019 -1.971 -2.724 -0.5 -0.3 0.3 0.4268
H 0.871 -3.109 -3.499 -0.1 -0.1 0.1 0.4848
H 1.751 -3.568 -2.005 -0.3 0.4 -0.1 0.4195
Ti -2.161 -0.923 2.170 0.2 1.6 1.0 0.1596
C 1.607 2.013 0.576 -1.2 1.9 0.0 -1.4609
C 0.256 1.785 0.099 -0.4 -0.1 2.2 0.3354
C -0.681 0.526 0.639 -0.4 0.4 -0.3 -0.7270
C -0.049 -0.831 0.992 0.5 -1.0 -1.3 0.1224
C 0.901 -1.630 -0.034 0.6 0.1 3.1 0.2086
C 2.263 -1.236 -0.280 -0.7 -2.1 0.2 -2.1456
C 2.753 0.078 -0.548 0.2 1.5 0.0 0.3489
C 2.653 1.027 0.692 1.2 -0.7 -0.7 -0.9520
C -1.353 -2.235 3.471 0.1 -0.7 0.4 -1.0345
H 1.714 2.918 1.176 -0.2 -0.3 0.0 0.3599
H -0.325 2.669 0.488 0.3 -0.6 -0.4 0.6319
H -1.548 0.384 -0.051 0.4 0.1 0.2 0.5886
H -1.096 0.961 1.581 0.4 0.0 -0.8 -0.6409
H 0.551 -0.714 1.903 -0.3 -0.3 0.0 0.8057
H -0.902 -1.660 1.108 2.0 0.8 -0.5 0.4780
H 0.997 -2.637 0.457 -0.4 0.5 -0.5 0.6504
H 2.968 -2.040 -0.427 -0.1 -0.4 0.1 0.4641
H 2.153 0.515 -1.367 0.6 0.6 0.2 -0.8366
H 3.789 0.010 -0.922 -0.3 0.1 0.1 0.4646
H 2.510 0.376 1.571 0.5 -0.2 0.0 0.2187
H 3.615 1.556 0.767 -0.1 -0.2 0.4 0.4872
H -0.274 -2.115 3.603 -0.1 -0.1 0.1 0.3530
H -1.581 -3.235 3.071 0.1 0.0 0.4 0.2980
H -1.876 -2.037 4.419 0.2 -0.4 -0.1 0.3278
Cl -0.722 2.879 6.096 0.3 0.5 0.5 -0.1082
C -1.489 1.628 5.323 -0.1 -0.1 -0.7 0.4251
Cl -2.285 0.441 6.154 -0.5 -0.6 1.0 -0.1174
Cl -3.757 -1.919 1.071 -1.3 -0.9 -1.0 -0.5690
C -1.463 1.564 3.888 0.2 -0.3 -2.3 0.3071
O -0.856 2.393 3.202 -1.1 -1.1 0.9 -0.5916
O -2.126 0.479 3.351 0.6 2.7 1.5 -0.6081
```
Positions in Å, forces in eV/Å.

Density functional theory data (ωB97M-V with the def2-TZVPD basis set) for a molecular structure, C17H31ClN10O9P2Sr in a non-equilibrium geometry.

Computed properties:
Maximum force   1.4 eV/Å
ΔE to the lowest compared entry with this formula, charge and spin   0.800 eV
Total charge   -2
E_LUMO   4.250 eV
HOMO energy   -1.61 eV
Frontier orbital gap   5.9 eV

XYZ file:
```
71
Properties=species:S:1:pos:R:3:forces:R:3:mulliken_charge:R:1
Sr 0.392 -0.510 -2.062 -0.9 -1.0 -0.2 1.6865
C -1.500 5.080 -0.643 0.0 0.0 0.0 -1.1929
N -0.514 4.030 -0.517 0.0 -0.1 -0.1 0.2384
C 0.150 3.973 0.767 0.0 0.0 0.0 -0.9477
C -0.656 2.845 -1.236 0.1 0.0 0.1 0.1294
N -0.470 1.672 -0.809 0.3 -0.3 -0.2 0.5275
N -0.954 3.119 -2.582 0.1 0.0 0.0 -0.0883
C -1.297 2.203 -3.573 -0.1 -0.1 -0.2 0.4918
N -1.317 2.850 -4.817 -0.1 0.1 0.1 -0.5488
N -1.552 0.978 -3.378 0.3 0.1 0.1 -0.3633
H -1.019 6.058 -0.743 0.0 0.0 0.0 0.3052
H -2.150 5.112 0.242 0.0 0.0 0.0 0.3300
H -2.124 4.904 -1.515 0.0 0.0 0.0 0.4148
H 0.602 4.947 0.967 0.0 0.0 0.0 0.3931
H 0.950 3.232 0.747 0.0 0.0 0.0 0.1915
H -0.548 3.747 1.585 0.0 0.0 0.0 0.3380
H -0.268 1.576 0.180 -0.2 0.2 0.0 -0.7357
H -0.370 3.863 -2.938 0.0 0.0 0.0 0.2876
H -1.737 3.768 -4.808 0.0 0.0 0.0 0.2128
H -1.663 2.271 -5.565 0.0 0.0 0.0 0.2389
H -1.836 0.518 -4.238 -0.1 0.0 0.0 0.0416
O 4.515 0.020 0.258 0.0 0.0 0.0 -0.5593
P 3.134 0.562 -0.391 0.2 0.4 0.4 -0.0426
O 2.735 1.872 0.236 0.0 -0.1 0.0 -0.7497
O 2.182 -0.580 -0.332 -0.1 0.0 0.0 0.3891
O 3.593 0.856 -1.889 0.2 0.0 -0.3 -0.1973
P 2.901 1.787 -3.077 0.2 0.4 0.1 0.5477
O 2.465 3.077 -2.190 0.0 -0.1 -0.2 -0.5335
O 3.941 2.154 -4.057 0.0 0.0 0.1 -0.8117
O 1.674 1.053 -3.522 -0.3 -0.1 0.2 -0.5353
H 5.186 0.708 0.226 0.0 0.1 0.0 0.2951
H 2.468 2.821 -1.239 0.0 0.1 0.1 0.4117
O -0.480 -4.564 -4.193 -0.1 0.1 0.1 -0.8211
C -0.037 -3.670 -3.457 0.2 -0.1 0.0 0.0233
O 0.185 -2.462 -3.705 -0.2 0.3 -0.3 -0.6179
C 0.367 -4.095 -2.034 -0.1 0.0 0.1 0.3014
C 0.055 -5.360 -1.547 0.0 0.0 0.0 -0.4172
C 0.454 -5.700 -0.266 0.0 0.0 0.0 -0.3153
C 1.179 -4.778 0.478 0.0 0.0 0.0 -0.6730
C 1.447 -3.542 -0.091 0.0 0.0 0.1 -0.7405
N 1.033 -3.200 -1.306 -0.1 0.0 0.0 0.1169
H -0.490 -6.032 -2.194 0.0 0.0 0.0 0.4739
H 0.212 -6.672 0.149 0.0 0.0 0.0 0.3768
H 1.522 -5.005 1.481 0.0 0.0 0.0 0.4141
H 2.015 -2.780 0.430 0.0 0.0 0.0 0.7195
C -1.058 0.704 2.486 -0.1 -0.1 0.0 -0.8379
N -0.405 -0.420 1.828 0.1 0.1 0.0 0.7329
C 0.877 -0.654 2.485 0.0 0.0 0.1 -0.1457
N 0.707 -0.951 3.924 0.0 0.0 0.0 0.0706
C 0.014 0.181 4.537 0.0 0.0 0.0 -0.7072
N -1.289 0.455 3.923 0.0 0.0 0.0 0.0473
C -2.103 -0.763 4.031 0.0 0.0 0.0 -0.7013
N -1.470 -1.924 3.407 0.0 0.0 0.0 0.0999
C -1.250 -1.603 1.981 0.0 0.0 0.0 -0.1857
C -0.165 -2.124 4.035 0.0 0.0 0.0 -0.6222
H -2.017 0.888 1.997 0.0 0.0 0.0 0.1108
H -0.425 1.590 2.390 0.0 0.0 0.0 0.3938
H 1.510 0.228 2.368 0.0 0.0 0.0 0.0628
H 1.380 -1.490 2.007 0.0 0.0 0.0 -0.3285
H 0.641 1.071 4.440 0.0 0.0 0.0 0.3200
H -0.137 -0.027 5.601 0.0 0.0 0.0 0.3556
H -3.064 -0.586 3.545 0.0 0.0 0.0 0.3657
H -2.274 -0.975 5.092 0.0 0.0 0.0 0.3363
H -2.208 -1.424 1.492 0.0 0.0 0.0 -0.0630
H -0.767 -2.451 1.494 0.0 0.0 0.0 -0.2656
H 0.328 -2.973 3.557 0.0 0.0 0.0 0.3255
H -0.313 -2.354 5.096 0.0 0.0 0.0 0.3338
Cl -3.656 -0.689 -0.438 0.3 -0.1 -0.3 -0.4691
C -2.194 -1.743 -1.307 -0.3 0.2 0.5 -0.9813
H -2.771 -2.070 -2.184 0.1 0.0 -0.1 0.3400
H -2.270 -2.601 -0.618 0.1 -0.1 -0.1 0.4073
```
Positions in Å, forces in eV/Å.